No. 1
{
  "formula": "C3H15N5",
  "method": "ωB97M-V/def2-TZVPD",
  "species": ["C", "N", "N", "N", "N", "H", "H", "H", "H", "H", "H", "H", "H", "C", "N", "C", "H", "H", "H", "H", "H", "H", "H"],
  "coordinates": [[1.018252, 1.291373, -0.858850], [-0.303410, 0.681753, -0.759631], [-0.797149, 0.242814, -2.013469], [-1.371408, 1.842529, -0.309439], [-1.162613, 2.287044, 1.003477], [1.116683, 1.927854, -1.742473], [1.224351, 1.898325, 0.032411], [1.805486, 0.530340, -0.892704], [-0.573496, -0.751377, -2.096946], [-1.816485, 0.261746, -1.969083], [-1.272395, 2.598809, -0.992659], [-0.600120, 3.132485, 1.074827], [-2.038927, 2.434051, 1.499234], [0.048619, -1.624552, 1.881833], [-0.141705, -1.708995, 0.445227], [1.024349, -2.303119, -0.178014], [0.890657, -0.964024, 2.136185], [0.238287, -2.607433, 2.331737], [-0.860528, -1.235047, 2.349680], [-0.455997, -0.522795, 0.143954], [1.929754, -1.703275, -0.008147], [0.882787, -2.386042, -1.259424], [1.215009, -3.322463, 0.182273]],
  "forces_ev_per_angstrom": [[0.3, 0.2, 0.0], [-2.1, 3.3, 1.9], [-0.1, 0.0, -0.9], [0.9, -1.6, -0.7], [0.5, 0.0, -0.4], [-0.1, 0.0, -0.1], [-0.3, -0.3, -0.1], [-0.3, -0.1, -0.1], [0.1, 0.2, 0.3], [0.2, 0.1, 0.3], [0.4, -0.3, 0.1], [-0.1, -0.2, -0.1], [0.2, -0.4, -0.4], [-0.2, -0.2, -0.2], [-1.5, 2.2, 0.2], [-0.3, 0.7, -0.3], [0.1, 0.0, 0.3], [0.1, 0.0, -0.1], [0.1, 0.1, 0.0], [1.9, -3.8, 0.2], [0.4, -0.1, 0.0], [0.0, 0.0, 0.0], [-0.1, 0.2, 0.1]],
  "homo_energy_ev": -7.152,
  "lumo_energy_ev": 0.83,
  "e_above_lowest_ev": 3.097,
  "smiles": "CN(N)NN.CNC",
  "homo_lumo_gap_ev": 8.0
}

***

No. 2
{
  "formula": "CH6NO",
  "method": "ωB97M-V/def2-TZVPD",
  "species": ["C", "N", "O", "H", "H", "H", "H", "H", "H"],
  "coordinates": [[-0.389286, 0.537243, 0.153376], [0.857218, -0.356258, 0.030390], [-1.513518, -0.176572, 0.180910], [-0.458831, 1.110237, 1.162106], [-0.281939, 1.382069, -0.961595], [0.874237, -0.762486, 1.035263], [0.853666, -1.072767, -0.706640], [1.668544, 0.169132, -0.408796], [-1.610093, -0.830597, -0.485016]],
  "forces_ev_per_angstrom": [[-0.1, 3.9, -2.9], [0.5, 0.3, 1.0], [-0.5, -0.2, 1.2], [1.2, -0.7, -2.0], [-0.3, -2.4, 3.6], [1.3, 0.3, -2.2], [-1.1, -0.5, 0.6], [-0.6, -0.1, 2.0], [-0.3, -0.8, -1.3]],
  "homo_energy_ev": -16.203,
  "lumo_energy_ev": -4.39,
  "e_above_lowest_ev": 1.869,
  "total_charge": 1,
  "homo_lumo_gap_ev": 11.8
}

***

No. 3
{
  "formula": "C12H24N3O3SSi2",
  "method": "ωB97M-V/def2-TZVPD",
  "species": ["C", "C", "C", "Si", "C", "C", "C", "C", "S", "C", "N", "N", "C", "O", "O", "Si", "N", "H", "H", "H", "H", "H", "H", "H", "H", "H", "H", "H", "H", "H", "H", "H", "H", "H", "C", "C", "C", "O", "H", "H", "H", "H", "H", "H", "H"],
  "coordinates": [[2.989184, 3.148559, 0.651695], [1.828734, 3.011221, 0.860044], [0.448817, 2.712554, 1.023856], [-0.397081, 2.232035, -0.603651], [0.792567, 2.303804, -2.039703], [0.258544, 1.580578, -3.288010], [1.028368, 0.351445, -3.752431], [0.830153, -0.920371, -2.928194], [2.449979, -1.686796, -2.492026], [2.428818, -1.723209, -0.773111], [2.143801, -0.766310, -0.034509], [2.230191, -1.235965, 1.232887], [2.576426, -2.426271, 1.153653], [2.734143, -2.814680, -0.076130], [-0.984850, 0.687512, -0.413605], [-2.594917, 0.388238, -0.766299], [-2.685991, -1.157884, -1.540110], [3.978899, 3.165468, 0.381177], [0.378846, 1.889631, 1.693759], [-0.026521, 3.558632, 1.479435], [-1.506905, 3.178172, -0.865537], [0.945365, 3.332651, -2.287033], [1.753323, 1.910522, -1.798381], [-0.784921, 1.365745, -3.168422], [0.319176, 2.275118, -4.097408], [2.062590, 0.600677, -3.733365], [0.754063, 0.162427, -4.769853], [0.320409, -0.726315, -2.017229], [0.288545, -1.658584, -3.466076], [2.743111, -3.068484, 1.958017], [-3.410180, 0.397844, 0.452884], [-3.154811, 1.366477, -1.729474], [-1.974187, -1.251163, -2.240903], [-2.543359, -1.882997, -0.854709], [-1.369291, -2.461968, 4.521736], [-1.356169, -2.076985, 3.022285], [-1.651557, -0.562759, 2.919662], [-2.286886, -2.786250, 2.332182], [-2.354590, -2.276595, 4.952932], [-1.131707, -3.520651, 4.641296], [-0.628478, -1.884245, 5.106705], [-0.281549, -2.197730, 2.690283], [-2.639136, -0.316545, 3.315399], [-1.609522, -0.264386, 1.875701], [-0.911432, 0.047820, 3.470560]],
  "forces_ev_per_angstrom": [[-0.1, 0.1, 0.0], [-0.1, -0.1, -0.1], [-0.4, 0.3, -0.6], [0.8, -0.5, 0.5], [-0.8, -0.7, -0.1], [0.3, 0.1, 0.2], [-0.6, 0.0, 0.7], [1.1, 0.4, 0.1], [0.1, -0.5, -1.0], [0.2, -0.8, -2.2], [-0.8, 2.9, 0.9], [-0.9, 2.9, 2.1], [0.3, -0.8, 1.2], [0.7, -2.6, -2.1], [-0.7, 1.2, -0.5], [-0.1, -1.1, 0.0], [-0.2, 0.6, 0.4], [1.6, 0.2, -0.3], [-0.4, -0.9, 0.7], [-0.6, 0.5, 0.3], [-0.1, 0.0, 0.0], [0.2, 0.9, -0.1], [0.8, -0.3, 0.5], [-0.8, -0.4, -0.1], [-0.1, 0.5, -0.7], [1.0, 0.3, -0.2], [-0.1, -0.2, -0.7], [-0.4, 0.2, 1.0], [-0.5, -0.7, -0.5], [0.2, -1.0, 0.9], [0.0, 0.0, 0.0], [0.3, 0.2, 0.0], [0.2, -0.2, -0.4], [0.0, -0.5, 0.3], [0.6, 0.2, 0.2], [-1.1, -0.1, 0.2], [0.7, 0.3, 0.3], [0.6, 0.1, -0.2], [-0.1, 0.0, -0.1], [-0.1, -0.1, -0.1], [-0.1, -0.1, -0.1], [-0.2, -0.1, -0.1], [-0.1, -0.2, 0.0], [0.0, 0.0, -0.1], [-0.1, -0.1, -0.1]],
  "homo_energy_ev": -2.558,
  "lumo_energy_ev": 2.38,
  "total_charge": -1,
  "homo_lumo_gap_ev": 4.9
}

***

No. 4
{
  "formula": "C6H15N2",
  "method": "ωB97M-V/def2-TZVPD",
  "species": ["C", "C", "N", "C", "C", "C", "C", "N", "H", "H", "H", "H", "H", "H", "H", "H", "H", "H", "H", "H", "H", "H", "H"],
  "coordinates": [[-2.706748, -1.107870, -1.030224], [-1.504598, -1.104689, -0.118600], [-1.961106, -0.579361, 1.238720], [-0.392246, -0.185048, -0.578002], [0.890340, -0.321253, 0.312067], [1.713681, 0.916440, 0.397978], [2.904016, 1.088071, -0.172061], [3.725630, 2.167635, 0.013094], [-2.495300, -1.287017, -2.084530], [-3.471568, -1.825813, -0.780695], [-3.224205, -0.135156, -1.045537], [-1.184814, -2.140090, -0.013801], [-2.939665, -0.301342, 1.160662], [-1.397389, 0.189748, 1.606781], [-1.961046, -1.287585, 1.981855], [-0.023933, -0.472340, -1.556688], [-0.706941, 0.861227, -0.650701], [1.458754, -1.148276, -0.105356], [0.662629, -0.691022, 1.327643], [1.296883, 1.774742, 0.920514], [3.424005, 0.268048, -0.646646], [4.557370, 2.292124, -0.535187], [3.336250, 3.028829, 0.358714]],
  "forces_ev_per_angstrom": [[-1.0, 0.9, -0.6], [0.0, 0.3, -0.9], [-0.5, -0.8, 0.8], [1.3, -0.3, 0.5], [-0.3, -0.2, 0.1], [-0.4, 0.4, -0.2], [1.0, -0.2, 0.6], [-0.1, 0.5, -0.1], [0.5, -0.1, 0.2], [-0.1, -0.5, 0.4], [0.3, 0.0, 0.1], [0.3, 0.1, 0.4], [0.0, 0.4, 0.0], [0.0, 0.1, -0.3], [0.2, -0.1, -0.3], [-0.5, 0.0, -0.4], [-0.2, -0.1, 0.1], [0.3, 0.0, -0.1], [-0.2, 0.2, 0.0], [-0.1, -0.1, 0.1], [-0.2, -0.2, -0.3], [-0.1, -0.2, -0.1], [0.0, -0.1, 0.0]],
  "homo_energy_ev": -10.903,
  "lumo_energy_ev": -3.38,
  "e_above_lowest_ev": 1.374,
  "total_charge": 1,
  "smiles": "C[C@H]([NH3+])CC/C=C/N",
  "homo_lumo_gap_ev": 7.5
}

***

No. 5
{
  "formula": "C7H6GaN2O6",
  "method": "ωB97M-V/def2-TZVPD",
  "species": ["O", "C", "Ga", "O", "C", "C", "O", "C", "O", "C", "O", "C", "N", "C", "N", "O", "H", "H", "H", "H", "H", "H"],
  "coordinates": [[-0.049280, 3.642562, -0.045940], [-0.000115, 2.529833, -0.238256], [0.072923, -0.272732, 0.018065], [0.017648, 0.018737, -3.720479], [0.049893, 0.028434, -2.587258], [0.046349, -2.240527, -0.208120], [0.002288, -3.381982, -0.055473], [-2.053227, 0.041471, -0.193296], [-3.194489, 0.005408, -0.074651], [2.100170, 0.071377, -0.058711], [3.264585, 0.009755, -0.067065], [-0.986078, -0.858621, 4.602395], [0.043969, 0.108578, 4.286901], [0.419484, 0.416059, 3.034376], [1.365275, 1.362635, 2.826259], [-0.152914, -0.181418, 2.051554], [-1.407558, -1.254840, 3.685593], [-1.768739, -0.390513, 5.194232], [-0.569741, -1.665863, 5.200681], [0.531685, 0.583008, 5.044107], [1.802584, 1.418652, 1.898444], [1.830889, 1.691587, 3.674140]],
  "forces_ev_per_angstrom": [[0.1, -2.3, -0.5], [-0.1, 1.9, 0.7], [-1.2, 2.6, 1.8], [0.1, 0.1, 3.0], [0.0, -0.3, -2.4], [-0.3, -7.4, 1.1], [0.2, 5.6, -1.0], [-4.9, -0.5, 0.9], [4.9, 0.4, -0.7], [7.7, -0.7, -0.4], [-6.8, 0.6, 0.1], [-0.5, -0.4, 0.5], [1.0, 0.8, -2.1], [0.5, 0.6, 2.5], [-0.4, -0.7, -0.1], [-0.3, -0.8, -3.7], [0.0, 0.0, 0.1], [-0.1, 0.1, -0.1], [0.1, -0.1, -0.1], [-0.2, -0.2, -0.1], [-0.1, 0.4, 1.4], [0.3, 0.3, -0.8]],
  "homo_energy_ev": -20.506,
  "lumo_energy_ev": -14.06,
  "total_charge": 3,
  "homo_lumo_gap_ev": 6.4
}

***

No. 6
{
  "formula": "CH3ClN2O2",
  "method": "ωB97M-V/def2-TZVPD",
  "species": ["C", "N", "N", "O", "O", "Cl", "H", "H", "H"],
  "coordinates": [[1.007687, 0.169834, 0.457907], [-1.828419, -0.169721, -0.146009], [-1.209591, 0.514742, 0.653387], [-2.978411, -0.234062, -0.595382], [2.136667, 0.786449, 0.183151], [0.715366, -1.284861, -0.533710], [2.340574, 1.046483, -0.807321], [0.909044, -0.148259, 1.575626], [-1.092914, -0.680608, -0.787648]],
  "forces_ev_per_angstrom": [[-1.6, -3.0, 2.1], [3.0, -0.2, -3.0], [-0.1, 1.2, 1.2], [-1.2, 0.1, 1.0], [0.6, 1.9, -2.4], [1.1, -0.1, -0.1], [-1.1, -1.0, 2.7], [0.4, 1.0, -2.2], [-1.2, 0.1, 0.8]],
  "homo_energy_ev": [-9.678, -9.091],
  "lumo_energy_ev": [-0.59, -0.85],
  "e_above_lowest_ev": 4.251,
  "homo_lumo_gap_ev": [9.1, 8.2]
}

***

Electronic energy list, top to bottom, in eV: -10800.096 -4662.897 -50036.355 -9438.598 -74963.473 -20676.714
F_max list, top to bottom, in eV/Å: 4.34 4.87 3.69 1.44 7.70 4.23